C40H46Cl2InN7O2 | ωB97M-V/def2-TZVPD

Its HOMO energy is -6.908 eV. Its energy relative to the best compared isomer or geometry (same formula, charge and spin) is 0.0 kcal/mol. The value obtained for the total energy is -86972.4394 eV. As for the orbital gap: 6.5 eV.

```
! RIJCOSX wB97M-V def2-TZVPD def2/J DEFGRID3
* xyz 0 1
C -2.925 2.061 -0.294
H -1.335 5.546 0.295
H 2.393 -4.341 0.127
C 2.970 -3.559 3.398
C -4.713 -3.375 -0.691
C 1.802 -2.800 3.609
C -1.772 4.582 0.094
C -2.783 -1.444 -3.833
H 3.954 -4.816 2.041
H -3.809 5.317 -0.375
H 1.030 0.788 3.481
H -0.021 1.985 2.813
N -3.414 0.819 3.259
C -1.053 3.399 0.234
C 4.423 1.640 0.586
C -3.152 -1.641 0.009
H -3.082 -1.727 -4.843
H -3.506 -0.748 -3.357
C 0.599 1.066 -3.619
C 4.393 -0.321 -1.604
H 2.205 2.763 -0.510
C -2.249 -2.649 0.356
C -0.664 1.120 4.797
H 0.271 0.996 -6.969
H 2.085 -0.910 0.574
H 1.744 1.435 -6.086
H -0.449 -0.816 2.796
H 4.024 -0.139 1.830
C 2.903 -0.370 -1.972
C -3.074 2.128 3.873
C 0.079 0.811 -4.903
H 4.425 -1.747 0.114
H 2.803 -0.240 -3.041
C 0.150 0.375 -2.464
O -4.784 0.655 -0.441
C 2.146 0.581 -1.039
C 4.960 1.111 -1.879
H 0.012 3.494 0.551
C -3.662 3.254 -0.483
C -2.681 -4.003 0.413
C -3.868 -4.381 -0.249
H -2.755 -2.366 -3.184
C 4.226 2.025 -0.894
H 2.629 2.417 -2.204
H -4.723 3.138 -0.648
H 4.920 -0.996 -2.315
C -1.964 2.042 4.897
H -3.827 0.265 4.013
H -5.109 -1.230 -0.811
H -2.443 1.841 5.824
H 2.539 -1.417 -1.791
H 0.113 1.548 5.428
C -4.375 -2.007 -0.536
H -4.125 0.928 2.561
H -3.949 2.663 4.292
C -0.876 -0.602 -2.643
H -1.853 0.141 2.717
N -0.788 0.124 2.557
O -0.035 -4.167 -0.353
C 4.733 -0.743 -0.150
C 2.711 2.012 -1.164
C -0.061 1.058 3.368
Cl -4.293 -6.090 -0.519
N -0.945 -2.335 0.689
N 0.884 -2.706 2.643
N -2.677 -0.312 -0.100
C 2.431 0.128 0.377
H -1.604 3.081 5.138
C 0.642 1.489 -6.079
C -0.023 -3.284 0.448
C 3.935 0.202 0.774
C -3.110 4.482 -0.278
C 2.283 -3.923 1.110
C 3.170 -4.115 2.166
C -1.497 -0.716 -3.880
H 1.887 0.756 1.096
H -1.518 -0.116 -6.022
H -1.160 -1.261 -1.816
H 1.307 1.927 -3.563
H -2.771 2.817 3.041
C 1.093 -3.262 1.447
H 3.669 -3.743 4.223
H -0.975 0.101 5.029
H 0.369 2.550 -6.055
C -1.084 0.009 -5.001
H -2.040 -4.727 0.868
N -1.619 2.208 0.080
H 5.999 1.139 -1.604
H 3.813 2.329 1.203
H 4.459 3.065 -0.967
C -3.545 0.746 -0.368
H 4.776 1.440 -2.916
Cl -6.195 -3.773 -1.459
H 5.853 -0.622 0.122
H 1.560 -2.239 4.536
In -0.618 -0.038 0.382
N 0.703 0.499 -1.249
H 5.477 1.723 0.937
*
```

These are the Löwdin partial charges, in e, on atoms 1 to 8:
1 C -0.151
2 H 0.104
3 H 0.119
4 C -0.068
5 C -0.708
6 C -0.122
7 C -0.043
8 C -0.050